CH2Cl2N2 | ωB97M-V with the def2-TZVPD basis set

Computed properties:
energy relative to the best compared isomer or geometry (same formula, charge and spin)	1.696	eV
SMILES string	N=C=NCl.Cl
E_HOMO	-10.01	eV
E_tot	-29091.960	eV

Structure (XYZ):
```
7
CH2Cl2N2 (ωB97M-V with the def2-TZVPD basis set)
N -0.383 1.843 0.268
C 0.326 0.873 0.232
N 0.865 -0.184 0.049
Cl 2.200 -1.050 -0.517
H -0.866 2.140 1.156
Cl -1.765 -1.830 -0.605
H -0.376 -1.793 -0.583
```

---

C23H27BN7O5PmS | ωB97M-V with the def2-TZVPD basis set

Computed properties:
energy relative to the best compared isomer or geometry (same formula, charge and spin)	0.000	eV
E_HOMO (spin up / spin down)	-8.40 / -8.41	eV
E_tot	-73027.362	eV
spin multiplicity	5

Structure (XYZ):
```
65
C23H27BN7O5PmS (ωB97M-V with the def2-TZVPD basis set)
Pm -0.266 -0.628 -0.627
C 1.386 6.963 0.982
C 0.723 5.630 0.640
C 0.941 4.948 -0.573
C 0.186 3.854 -0.913
C -0.766 3.425 -0.005
C -0.838 3.921 1.288
C -0.184 5.069 1.581
S -1.826 1.984 -0.324
O -1.417 0.967 0.709
O -3.190 2.479 -0.238
N -1.328 1.389 -1.707
C -2.076 1.193 -2.911
C -1.557 -0.187 -3.506
O -1.597 -0.337 -4.728
O -0.909 -1.049 -2.786
H 2.419 6.770 1.258
H 0.789 7.454 1.729
H 1.358 7.585 0.090
H 1.640 5.301 -1.294
H 0.373 3.326 -1.877
H -1.347 3.395 2.126
H -0.384 5.607 2.452
H -1.896 1.982 -3.642
H -3.193 1.073 -2.761
B 3.559 -0.847 0.711
N 2.394 -0.927 1.761
C 2.467 -1.300 3.043
C 1.212 -1.293 3.700
C 0.358 -0.874 2.628
N 1.022 -0.549 1.520
N 3.274 -0.033 -0.595
C 4.087 0.714 -1.360
C 3.481 1.004 -2.589
C 2.277 0.279 -2.559
N 2.094 -0.273 -1.316
H 4.498 -0.330 1.305
H 3.845 -1.969 0.370
H 3.462 -1.525 3.474
H 0.941 -1.482 4.751
H -0.689 -0.502 2.594
H 5.031 1.011 -0.928
H 3.828 1.633 -3.407
H 1.563 0.062 -3.336
C 1.233 -5.124 -0.105
C 0.152 -4.160 -0.578
O 0.355 -2.916 -0.648
N -0.985 -4.728 -0.990
C -2.143 -3.884 -1.323
C -2.586 -3.064 -0.130
C -2.713 -3.737 1.119
C -3.191 -3.085 2.203
C -3.766 -1.779 2.006
C -3.609 -1.188 0.802
N -2.880 -1.769 -0.249
H 2.063 -5.213 -0.859
H 0.815 -6.085 0.023
H 1.679 -4.697 0.794
H -1.185 -5.691 -0.856
H -2.936 -4.566 -1.574
H -1.899 -3.245 -2.189
H -2.477 -4.810 1.216
H -3.193 -3.576 3.197
H -4.398 -1.349 2.795
H -4.080 -0.248 0.619
```

---

C2H3BrO2 | ωB97M-V with the def2-TZVPD basis set

Computed properties:
energy relative to the best compared isomer or geometry (same formula, charge and spin)	5.154	eV
SMILES string	C=C1OO1.Br
E_HOMO	-10.61	eV
E_tot	-76255.123	eV

Structure (XYZ):
```
8
C2H3BrO2 (ωB97M-V with the def2-TZVPD basis set)
C -0.310 1.028 0.663
C 0.382 0.826 -0.408
O 1.265 1.200 -1.304
O 0.753 -0.160 -1.320
H -0.503 1.970 1.243
H -0.987 0.168 0.887
Br -0.436 -3.172 -0.124
H -0.166 -1.860 0.363
```

---

C14H25Cl8Mg2O6 | ωB97M-V with the def2-TZVPD basis set

Computed properties:
energy relative to the best compared isomer or geometry (same formula, charge and spin)	2.584	eV
E_HOMO	-12.16	eV
E_tot	-138278.261	eV
net charge	+1

Structure (XYZ):
```
55
C14H25Cl8Mg2O6 (ωB97M-V with the def2-TZVPD basis set)
Mg -1.039 5.513 -7.963
Mg 1.647 7.550 -8.182
C -2.203 9.532 -6.988
C -1.413 8.279 -7.387
O -1.964 7.238 -7.741
O -0.164 8.225 -7.426
H -2.712 9.875 -7.889
H -1.557 10.361 -6.698
H -2.911 9.256 -6.206
C 3.455 10.750 -9.175
C 2.843 9.470 -8.763
O 2.379 9.363 -7.645
O 2.798 8.451 -9.490
H 4.461 10.660 -8.765
H 2.968 11.642 -8.781
H 3.519 10.758 -10.263
C 0.301 5.875 -11.622
C -0.053 5.589 -10.184
O -1.006 4.824 -9.795
O 0.517 6.230 -9.242
H 0.098 6.908 -11.905
H -0.349 5.359 -12.329
H 1.368 5.733 -11.793
Cl -2.002 8.162 -13.626
C -2.220 9.604 -12.572
C -1.977 9.189 -11.084
Cl -0.251 9.266 -10.856
H -3.284 9.838 -12.622
H -1.625 10.399 -13.023
H -2.329 8.183 -10.854
H -2.305 9.908 -10.334
Cl -0.850 14.609 -5.731
C 0.659 13.657 -5.925
C 0.466 12.671 -7.118
Cl 0.532 13.373 -8.758
H 0.905 13.118 -5.010
H 1.458 14.381 -6.079
H -0.500 12.207 -6.917
H 1.234 11.907 -7.004
Cl -3.649 13.124 -3.659
C -3.203 11.707 -2.659
C -1.643 11.585 -2.592
Cl -0.918 11.075 -4.143
H -3.758 10.880 -3.101
H -3.572 11.974 -1.669
H -1.521 10.864 -1.784
H -1.220 12.547 -2.303
Cl -6.719 5.366 -5.292
C -5.494 5.710 -6.478
C -5.721 7.042 -7.203
Cl -5.550 8.566 -6.156
H -5.434 4.876 -7.176
H -4.555 5.790 -5.930
H -6.659 7.129 -7.752
H -4.968 7.192 -7.976
```

---

C4H14N2O2 | ωB97M-V with the def2-TZVPD basis set

Computed properties:
energy relative to the best compared isomer or geometry (same formula, charge and spin)	1.161	eV
SMILES string	CCC/N=C\N.O.O
E_HOMO	-9.61	eV
E_tot	-11449.529	eV

Structure (XYZ):
```
22
C4H14N2O2 (ωB97M-V with the def2-TZVPD basis set)
C 0.628 1.709 -2.091
C 0.667 0.197 -2.215
C -0.669 -0.394 -1.738
N -0.636 -0.329 -0.315
C 0.127 -1.088 0.458
N 1.075 -2.091 0.055
H -0.246 2.087 -2.598
H 0.600 2.103 -1.085
H 1.542 2.129 -2.514
H 0.795 -0.165 -3.264
H 1.495 -0.228 -1.640
H -0.866 -1.462 -2.094
H -1.492 0.259 -2.050
H 0.234 -0.878 1.570
H 0.738 -2.980 0.488
H 1.060 -2.341 -0.919
O -0.404 -0.122 3.578
H 0.526 -0.283 3.901
H -0.401 0.834 3.261
O -0.769 1.651 1.465
H -0.610 1.030 0.680
H -1.579 2.054 1.256
```

---

C8H7IN3O2 | ωB97M-V with the def2-TZVPD basis set

Computed properties:
SMILES string	C=[N+]=NC1=CC=C[C@@H](I)[C@@]1(O)C#[N+][O-]
E_HOMO	-12.68	eV
E_tot	-25060.315	eV
net charge	+1

Structure (XYZ):
```
21
C8H7IN3O2 (ωB97M-V with the def2-TZVPD basis set)
C 2.535 -2.106 -1.952
N 1.562 -1.561 -1.417
N 0.813 -1.251 -0.555
C 0.248 -0.098 -0.175
C 0.756 1.091 -0.599
C 0.286 2.381 -0.137
C -0.811 2.358 0.634
C -1.603 1.170 0.928
I -3.176 0.839 -0.709
C -0.742 -0.117 1.014
O 0.308 0.186 2.067
C -1.619 -1.395 0.862
N -1.483 -2.505 0.490
O -1.735 -3.594 0.142
H 2.372 -2.724 -2.771
H 3.606 -1.939 -1.673
H 1.588 0.960 -1.263
H 0.934 3.201 -0.373
H -1.482 3.213 0.784
H -2.162 1.478 1.825
H -0.194 0.415 2.881
```

---

C39H34N9Ru | ωB97M-V with the def2-TZVPD basis set

Computed properties:
energy relative to the best compared isomer or geometry (same formula, charge and spin)	0.057	eV
E_HOMO (spin up / spin down)	-10.32 / -10.32	eV
E_tot	-56982.288	eV
net charge	+1

Structure (XYZ):
```
83
C39H34N9Ru (ωB97M-V with the def2-TZVPD basis set)
Ru 0.167 -0.557 0.555
C -1.469 -1.364 -3.412
C -1.875 -2.696 -3.409
C -1.667 -3.432 -2.273
C -1.057 -2.858 -1.141
N -0.668 -1.560 -1.146
C -0.888 -0.853 -2.282
N -0.901 -3.739 -0.098
C -0.425 -3.482 1.062
N 0.078 -2.290 1.554
C 0.429 -2.479 2.879
N 0.886 -1.629 3.722
C 1.066 -0.282 3.514
C 1.571 0.402 4.638
C 1.792 1.751 4.596
C 1.487 2.433 3.418
C 0.997 1.721 2.357
N 0.794 0.380 2.368
C 0.188 -3.886 3.239
C 0.386 -4.573 4.423
C 0.042 -5.918 4.437
C -0.489 -6.542 3.307
C -0.693 -5.842 2.125
C -0.340 -4.505 2.118
H -1.613 -0.722 -4.270
H -2.343 -3.141 -4.277
H -1.950 -4.471 -2.199
H -0.595 0.183 -2.247
H 1.771 -0.188 5.520
H 2.186 2.274 5.458
H 1.628 3.500 3.324
H 0.749 2.213 1.431
H 0.793 -4.078 5.294
H 0.184 -6.497 5.340
H -0.746 -7.592 3.359
H -1.107 -6.314 1.246
C 3.161 -0.138 0.716
N 2.085 -0.535 -0.269
C 2.439 -1.930 -0.750
N 3.753 -1.973 -1.336
C 4.737 -1.562 -0.333
N 4.477 -0.199 0.131
C 4.537 0.706 -1.017
N 3.553 0.331 -2.034
C 2.234 0.388 -1.459
C 3.821 -1.044 -2.465
H 3.098 -0.826 1.561
H 2.949 0.874 1.051
H 1.686 -2.230 -1.475
H 2.395 -2.589 0.118
H 5.735 -1.608 -0.769
H 4.694 -2.247 0.516
H 5.536 0.668 -1.451
H 4.339 1.727 -0.684
H 1.501 0.079 -2.200
H 2.000 1.394 -1.112
H 4.815 -1.094 -2.909
H 3.086 -1.335 -3.218
C -0.529 1.077 -0.080
C -1.344 1.929 -0.523
C -2.220 2.837 -0.988
C -3.120 2.435 -2.087
C -3.691 1.161 -2.085
C -4.523 0.766 -3.119
C -4.771 1.627 -4.179
C -4.189 2.888 -4.200
C -3.378 3.297 -3.156
C -2.289 4.189 -0.418
C -3.454 4.955 -0.520
C -3.517 6.212 0.056
C -2.420 6.727 0.732
C -1.257 5.973 0.841
C -1.194 4.714 0.277
H -3.492 0.496 -1.254
H -4.982 -0.214 -3.095
H -5.420 1.318 -4.989
H -4.374 3.557 -5.030
H -2.923 4.279 -3.177
H -4.322 4.551 -1.022
H -4.429 6.789 -0.017
H -2.471 7.712 1.175
H -0.400 6.375 1.365
H -0.290 4.125 0.353
```

---

C44H117N7O19 | ωB97M-V with the def2-TZVPD basis set

Computed properties:
energy relative to the best compared isomer or geometry (same formula, charge and spin)	2.070	eV
SMILES string	COC[C@H](C)N.COC[C@H](C)N.COC[C@H](C)N.COCCNCCOC.COCCNCCOC.COCCNCCOC.COCCNCCOC.OCCO.OCCO.OCCO.OCCO
E_HOMO	-8.43	eV
E_tot	-96846.233	eV

Structure (XYZ):
```
187
C44H117N7O19 (ωB97M-V with the def2-TZVPD basis set)
C 6.863 5.887 -0.070
O 6.105 4.724 0.183
C 6.792 3.499 -0.091
C 5.716 2.429 -0.210
C 4.593 2.821 -1.213
N 5.075 2.147 1.049
H 6.229 6.739 -0.307
H 7.544 5.674 -0.899
H 7.458 6.218 0.788
H 7.318 3.645 -1.036
H 7.479 3.249 0.721
H 6.186 1.570 -0.696
H 4.150 1.858 -1.498
H 4.929 3.200 -2.181
H 3.792 3.396 -0.763
H 4.122 1.820 1.011
H 5.046 2.859 1.765
C -6.516 0.057 3.794
O -5.204 0.608 3.760
C -4.320 0.272 4.814
C -3.404 -0.888 4.355
C -2.167 -1.075 5.236
N -2.851 -0.609 3.003
H -6.463 -1.033 3.866
H -7.025 0.424 2.910
H -6.991 0.396 4.722
H -3.833 1.161 5.209
H -4.944 -0.201 5.585
H -4.006 -1.787 4.231
H -1.281 -0.494 4.984
H -1.957 -2.142 5.163
H -2.325 -0.851 6.297
H -3.635 -0.409 2.390
H -2.275 0.222 3.086
C -0.129 -4.003 3.258
O 0.031 -5.402 3.198
C 1.380 -5.817 3.086
C 1.470 -7.291 2.836
C 0.700 -8.111 3.907
N 2.843 -7.791 2.755
H 0.802 -3.443 3.124
H -0.573 -3.656 4.193
H -0.793 -3.634 2.471
H 1.913 -5.231 2.325
H 2.011 -5.504 3.935
H 0.945 -7.528 1.905
H 0.932 -9.165 3.778
H -0.367 -7.973 3.716
H 0.839 -7.690 4.903
H 3.435 -7.003 2.502
H 3.187 -8.134 3.644
C 5.032 1.015 6.180
O 5.033 -0.372 5.933
C 5.284 -0.737 4.594
C 4.470 -1.990 4.229
N 5.027 -3.301 4.588
C 5.186 -3.393 6.036
C 3.880 -3.653 6.799
O 3.299 -4.793 6.223
C 2.082 -5.204 6.786
H 4.628 1.160 7.179
H 4.463 1.551 5.415
H 6.035 1.457 6.191
H 6.344 -0.927 4.391
H 4.946 0.093 3.963
H 4.395 -1.950 3.139
H 3.478 -1.915 4.689
H 4.415 -4.034 4.255
H 5.725 -2.530 6.422
H 5.801 -4.262 6.285
H 3.191 -2.824 6.979
H 4.316 -3.957 7.769
H 1.223 -4.613 6.450
H 2.089 -5.006 7.870
H 1.946 -6.278 6.692
C 1.465 3.566 -2.174
O 0.049 3.550 -2.200
C -0.523 2.918 -1.069
C -0.899 1.496 -1.453
N -1.224 0.604 -0.347
C -1.574 -0.769 -0.799
C -0.304 -1.628 -0.867
O 0.543 -1.350 0.237
C 1.691 -2.158 0.329
H 1.815 3.970 -3.121
H 1.927 2.598 -1.969
H 1.742 4.241 -1.358
H -1.434 3.460 -0.799
H 0.105 3.032 -0.176
H -0.191 1.023 -2.151
H -1.839 1.623 -2.003
H -0.424 0.505 0.268
H -1.939 -0.740 -1.829
H -2.417 -1.013 -0.153
H 0.160 -1.522 -1.848
H -0.560 -2.687 -0.743
H 2.457 -2.176 -0.444
H 1.393 -3.206 0.496
H 2.119 -2.038 1.328
C -3.334 2.482 -8.209
O -2.285 1.807 -7.540
C -2.503 1.729 -6.148
C -1.352 0.973 -5.514
N -1.425 -0.470 -5.723
C -0.340 -1.099 -4.928
C -0.583 -2.581 -4.740
O -1.432 -2.698 -3.593
C -2.703 -3.282 -3.879
H -4.238 1.880 -8.045
H -3.181 2.441 -9.285
H -3.505 3.499 -7.857
H -3.368 1.074 -5.950
H -2.751 2.677 -5.663
H -1.386 1.161 -4.436
H -0.424 1.498 -5.793
H -1.242 -0.584 -6.716
H -0.298 -0.600 -3.965
H 0.534 -1.009 -5.588
H 0.319 -3.186 -4.627
H -1.074 -2.966 -5.639
H -3.396 -2.760 -3.216
H -2.711 -4.341 -3.616
H -3.053 -3.120 -4.898
C -6.302 3.460 1.375
O -6.045 2.865 0.129
C -5.070 1.866 0.243
C -4.890 1.190 -1.122
N -6.200 0.591 -1.481
C -6.068 -0.124 -2.748
C -6.159 0.732 -4.038
O -7.520 0.803 -4.400
C -7.746 1.575 -5.562
H -6.992 4.298 1.266
H -5.378 3.921 1.746
H -6.694 2.792 2.146
H -5.347 1.044 0.912
H -4.090 2.263 0.538
H -4.187 0.365 -0.995
H -4.548 1.901 -1.884
H -6.716 1.458 -1.632
H -6.776 -0.955 -2.782
H -5.103 -0.641 -2.763
H -5.551 0.240 -4.804
H -5.845 1.771 -3.874
H -7.080 1.294 -6.388
H -7.424 2.589 -5.283
H -8.766 1.550 -5.928
O -0.256 6.035 -5.960
C 0.672 4.946 -5.732
C 1.952 5.038 -6.510
O 2.442 6.361 -6.460
H 0.349 6.792 -6.029
H 0.799 4.996 -4.638
H 0.118 4.029 -5.945
H 1.609 4.779 -7.520
H 2.649 4.255 -6.215
H 3.244 6.496 -6.967
O 2.752 -5.085 -1.249
C 3.151 -5.994 -0.219
C 4.437 -5.490 0.453
O 4.199 -4.681 1.633
H 2.005 -5.616 -1.564
H 2.418 -6.228 0.557
H 3.439 -6.992 -0.573
H 5.153 -5.289 -0.348
H 4.873 -6.344 0.991
H 5.053 -4.641 2.083
O -1.849 5.935 -1.856
C -3.136 6.012 -2.502
C -2.939 6.025 -4.019
O -2.154 4.933 -4.435
H -1.402 5.259 -2.390
H -3.594 5.060 -2.218
H -3.753 6.883 -2.295
H -2.487 6.982 -4.300
H -3.950 6.058 -4.449
H -1.659 5.267 -5.211
O 1.224 2.630 3.176
C 1.904 1.420 2.883
C 1.303 0.137 3.436
O 1.467 0.157 4.866
H 0.816 2.554 4.044
H 2.036 1.295 1.805
H 2.932 1.439 3.262
H 1.854 -0.751 3.141
H 0.227 0.158 3.230
H 1.079 0.955 5.235
```